Here is a cluster of 8 separate species, C57H127N7O3 in total from the OMol25 dataset. Energies are from the ωB97M-V functional and the def2-TZVPD basis.

XYZ file:
```
194
Properties=species:S:1:pos:R:3:forces:R:3
O -32.4473 -2.9533 -16.2694 0.546 0.364 0.236
C -32.3410 -3.0655 -17.6413 3.329 -0.324 -1.933
O -31.2289 -3.0189 -18.2112 -0.023 0.149 0.924
O -33.4346 -3.2387 -18.1683 -2.315 -0.181 -1.058
H -33.3886 -2.9602 -16.4581 -1.457 -0.014 1.801
C -34.7072 1.2172 -13.8847 1.297 -0.331 1.664
C -33.9330 2.4148 -14.4496 0.160 0.082 -1.309
C -32.3619 2.5031 -14.1854 -1.423 -0.528 -0.791
N -31.6259 3.5068 -15.1016 -1.533 -0.340 -0.398
C -32.3979 4.8257 -15.2230 0.284 -0.279 0.425
C -31.4477 2.9807 -16.5602 0.219 -0.306 0.666
C -30.1036 2.3141 -16.6089 0.936 0.886 -0.614
C -29.2433 3.2742 -15.7436 -1.095 0.075 0.540
C -30.2105 3.7107 -14.5847 0.052 -0.820 -0.009
H -35.7930 1.1646 -13.9640 0.154 0.659 -0.562
H -34.5192 1.1937 -12.8113 -0.099 -0.203 0.252
H -34.2958 0.2819 -14.2644 -0.026 0.005 -0.187
H -34.4057 3.3673 -14.2103 0.067 -0.091 0.428
H -34.1430 2.2939 -15.5123 0.586 0.386 -0.442
H -31.8475 1.5647 -14.3924 -0.234 -0.207 -0.011
H -32.1816 2.7219 -13.1330 0.128 0.502 -0.159
H -33.1222 4.7765 -16.0361 0.343 -0.096 -0.082
H -31.6310 5.5866 -15.3684 -0.390 0.125 -0.275
H -32.9855 5.0573 -14.3346 0.451 -0.183 0.235
H -31.4506 3.9182 -17.1162 -0.234 -0.461 -0.443
H -32.1685 2.2148 -16.8462 -0.720 0.792 0.160
H -29.6683 2.4004 -17.6044 -0.318 0.064 -0.284
H -30.1663 1.2309 -16.5046 0.253 0.096 1.073
H -29.0784 4.1527 -16.3674 0.300 -0.032 0.000
H -28.2820 2.8633 -15.4354 -0.218 0.180 0.291
H -30.2258 4.7353 -14.2130 0.797 -0.129 -0.125
H -30.1254 3.0251 -13.7416 0.241 0.194 0.021
C -35.9469 -7.6006 -10.7302 0.918 0.169 -1.253
C -35.8451 -8.8910 -9.8926 -1.400 1.127 1.224
C -37.2511 -9.2261 -9.1890 2.255 -0.385 0.325
N -37.3100 -10.6865 -8.6944 -0.939 -0.042 -1.567
C -37.3005 -11.6250 -9.9649 0.711 -0.315 2.740
C -36.1642 -10.9372 -7.6423 -0.492 1.811 -0.732
C -36.6714 -12.0419 -6.7650 2.687 -0.393 -1.233
C -38.0706 -11.6765 -6.5605 -2.330 -0.408 0.425
C -38.5918 -11.0229 -7.8632 0.926 0.440 0.021
H -36.8782 -7.3316 -11.2286 -0.335 -0.306 0.435
H -35.2533 -7.6880 -11.5665 0.046 -0.338 -0.267
H -35.5225 -6.7002 -10.2860 -0.520 -0.111 0.729
H -35.1536 -8.5811 -9.1090 0.261 -0.773 0.083
H -35.4456 -9.7174 -10.4806 -0.166 0.086 0.137
H -37.9799 -8.8878 -9.9256 -0.675 -0.863 0.472
H -37.3315 -8.7224 -8.2257 -0.155 0.736 -0.463
H -36.2546 -11.6016 -10.2710 -0.452 -0.333 -0.539
H -38.0699 -11.4533 -10.7177 0.255 0.909 0.206
H -37.5833 -12.5756 -9.5126 0.539 -0.327 -0.384
H -35.1824 -10.8754 -8.1115 -0.154 -0.894 -0.214
H -36.1840 -10.0306 -7.0374 -0.186 0.312 -0.041
H -36.4955 -12.9450 -7.3495 -0.544 -0.496 0.295
H -36.0343 -12.1366 -5.8857 -0.271 0.107 0.145
H -38.6116 -12.5751 -6.2642 -0.410 0.089 -0.307
H -38.2820 -10.9755 -5.7530 0.589 0.040 0.106
H -39.2339 -11.6476 -8.4840 -0.004 0.216 0.176
H -39.0486 -10.0675 -7.6049 -0.255 -0.175 -0.352
C -35.3609 5.5496 -27.5664 -1.167 -0.077 -1.113
C -34.3182 4.9210 -26.7157 -0.664 -0.347 0.878
C -34.8269 3.6665 -25.9749 2.209 0.496 0.675
N -33.5431 2.8633 -25.4259 0.507 -0.526 -0.628
C -32.5107 3.7632 -24.7021 -1.469 -1.449 -0.072
C -32.7424 2.1193 -26.6024 -3.078 1.149 1.028
C -32.2729 0.8316 -25.9599 2.045 0.397 -2.019
C -33.0411 0.5861 -24.7017 1.128 -1.917 0.934
C -34.0054 1.6298 -24.5606 -2.421 3.908 -0.677
H -35.8990 4.7764 -28.1148 0.034 0.216 -0.566
H -34.8448 6.2443 -28.2290 -0.413 -0.043 -0.233
H -36.1314 6.1051 -27.0316 0.186 0.010 0.250
H -34.1689 5.7370 -26.0086 1.191 -0.451 0.345
H -33.4725 4.6844 -27.3615 0.234 0.093 0.350
H -35.4386 2.9849 -26.5659 0.400 -0.127 -0.157
H -35.4120 3.9777 -25.1095 0.112 -0.210 0.174
H -31.6840 3.1382 -24.3644 -0.128 -0.190 -0.064
H -33.0827 4.0773 -23.8289 0.512 0.850 -0.101
H -32.1031 4.4982 -25.3962 -0.502 0.200 0.364
H -32.1225 2.8548 -27.1152 0.484 -0.422 0.424
H -33.5706 1.9028 -27.2772 0.162 -0.135 -0.288
H -31.2103 0.9142 -25.7316 0.037 0.027 0.150
H -32.2719 0.1331 -26.7968 -0.425 -0.619 0.464
H -32.3032 0.5972 -23.8996 -0.264 -0.126 0.251
H -33.6337 -0.3229 -24.5983 0.573 -0.446 -0.351
H -34.2964 1.9466 -23.5591 0.556 0.224 0.122
H -34.9761 1.4113 -25.0054 0.100 -0.354 -0.287
C -39.9371 -2.1670 -18.2732 -0.999 -0.757 0.459
C -40.9278 -3.3282 -18.3068 -0.622 -0.603 -0.984
C -40.3532 -4.4503 -19.1148 -0.974 -0.296 -1.458
N -41.2951 -5.6959 -19.2499 2.043 0.182 1.456
C -42.5859 -5.3977 -20.0183 1.048 0.012 1.268
C -41.5840 -6.2879 -17.8529 -1.379 -1.114 -1.554
C -41.8377 -7.7998 -18.1896 -0.389 0.800 0.389
C -40.7241 -8.0827 -19.1719 1.203 -0.779 -0.058
C -40.4174 -6.7804 -19.9264 -1.192 0.206 0.828
H -40.3508 -1.6104 -17.4322 1.065 0.607 0.018
H -39.9159 -1.5562 -19.1758 -0.171 -0.154 0.047
H -38.9696 -2.6505 -18.1384 0.298 0.766 0.516
H -41.8991 -3.0391 -18.7082 -0.034 0.220 0.005
H -41.1254 -3.7670 -17.3288 0.161 0.493 0.351
H -39.3475 -4.6503 -18.7451 -0.293 -1.033 0.450
H -40.1556 -4.2280 -20.1634 -0.212 0.562 -0.127
H -43.2310 -4.8248 -19.3523 0.041 0.029 -0.136
H -43.0603 -6.3612 -20.2047 0.091 0.267 -0.482
H -42.2976 -4.7832 -20.8712 -0.287 -0.438 -0.188
H -42.4372 -5.7403 -17.4527 0.157 -0.174 0.195
H -40.7226 -6.2503 -17.1861 0.123 0.432 -0.345
H -42.7802 -8.0696 -18.6662 -0.303 0.695 0.117
H -41.8562 -8.3500 -17.2488 0.459 -0.238 -0.179
H -40.8682 -8.9233 -19.8508 -0.541 0.155 -0.019
H -39.8174 -8.3827 -18.6465 0.078 0.152 0.213
H -40.7157 -6.8088 -20.9744 0.543 0.120 0.016
H -39.4008 -6.4696 -19.6853 -0.080 -0.110 -0.830
C -23.1984 -1.8892 -18.2561 0.406 0.372 2.169
C -23.7585 -2.6313 -19.3865 0.663 -1.036 -1.912
C -23.0551 -2.1026 -20.7183 -2.174 -0.941 0.774
N -23.5186 -2.8426 -22.0303 0.811 0.400 -0.760
C -25.0856 -2.5945 -22.2822 2.295 -0.633 1.584
C -22.6750 -2.2082 -23.2172 -0.870 -0.598 0.374
C -22.6620 -3.3004 -24.3307 0.209 1.695 0.025
C -23.0175 -4.5979 -23.6930 -1.522 -1.054 0.654
C -23.1195 -4.3511 -22.1688 -0.066 -0.203 -0.269
H -23.2806 -0.8182 -18.4413 0.794 0.080 0.296
H -22.2643 -2.3295 -17.9070 0.849 0.924 -0.794
H -23.6984 -2.0684 -17.3043 -0.968 0.060 -0.218
H -24.8442 -2.5699 -19.3111 -0.049 -0.001 -0.824
H -23.4347 -3.6668 -19.2821 -0.435 -0.292 -0.074
H -21.9740 -2.1364 -20.5839 -0.056 -0.488 -0.381
H -23.3198 -1.0494 -20.8118 -0.066 -0.020 -0.498
H -25.5206 -3.1635 -21.4605 -0.347 -0.019 -0.329
H -25.4136 -2.9486 -23.2595 0.354 0.163 0.118
H -25.2436 -1.5370 -22.0704 -0.030 -0.087 -0.456
H -23.2235 -1.3109 -23.5036 0.092 -0.058 -0.091
H -21.7105 -1.8784 -22.8313 -0.013 -0.432 0.092
H -23.4280 -2.9480 -25.0216 0.265 -0.444 -0.424
H -21.7027 -3.4041 -24.8376 -0.078 0.556 0.007
H -23.9912 -4.9544 -24.0288 -0.429 0.411 0.009
H -22.4509 -5.4639 -24.0351 0.800 0.285 0.662
H -23.8269 -5.0548 -21.7302 -0.441 0.590 0.185
H -22.1902 -4.5879 -21.6508 0.217 0.808 0.015
C -26.8882 -8.3047 -14.9502 0.059 0.310 -1.117
C -26.9070 -7.9333 -13.5181 0.382 1.049 2.063
C -27.7822 -6.6846 -13.2328 -0.238 -0.697 0.396
N -27.7245 -6.1279 -11.7663 1.287 -1.123 -0.642
C -26.2792 -5.7211 -11.3630 -0.529 -0.121 1.157
C -28.2441 -7.1540 -10.7289 1.233 -1.125 -1.855
C -28.6785 -6.3855 -9.5138 -0.506 -1.557 0.253
C -28.9426 -4.9884 -10.0218 0.896 1.262 -0.457
C -28.6429 -4.9888 -11.6204 -0.693 0.794 1.638
H -26.1846 -9.0954 -15.2108 0.005 -0.011 0.362
H -26.5514 -7.4098 -15.4733 -0.199 -0.092 -0.566
H -27.8688 -8.6185 -15.3080 -0.040 0.143 -0.089
H -25.9312 -7.5674 -13.1986 0.451 -0.509 -0.186
H -27.1281 -8.7951 -12.8884 -0.337 0.145 0.174
H -28.8288 -6.8928 -13.4551 -0.164 0.041 0.380
H -27.5051 -5.8866 -13.9216 0.255 0.220 0.308
H -25.6196 -6.5663 -11.1663 -0.225 -0.369 -1.092
H -26.2804 -5.3550 -10.3364 -0.726 0.483 -0.022
H -25.8260 -4.9317 -11.9628 -0.376 -0.371 -0.432
H -27.4156 -7.8561 -10.6359 0.046 0.094 0.603
H -28.9550 -7.7565 -11.2943 -0.669 0.382 0.308
H -28.0300 -6.6199 -8.6696 0.776 1.055 -0.222
H -29.5826 -6.7894 -9.0580 -0.385 -0.222 -0.675
H -28.2416 -4.2934 -9.5596 -0.050 0.134 -0.076
H -29.9223 -4.7084 -9.6345 -0.088 0.410 -0.957
H -28.1391 -4.1189 -12.0417 0.010 0.256 0.591
H -29.5249 -5.0881 -12.2532 -0.084 -0.586 0.256
C -32.3806 -9.8631 -18.9584 -0.513 -1.587 0.197
C -32.0382 -9.0206 -20.1775 0.022 1.234 -1.102
C -31.6187 -9.6256 -21.5496 0.773 0.440 -0.864
N -31.0149 -8.6298 -22.7127 1.011 0.036 -0.371
C -29.7245 -7.9366 -22.1942 -1.399 0.069 0.022
C -30.7364 -9.4940 -24.0505 -0.029 0.803 0.181
C -31.8715 -9.1828 -25.0828 0.553 -0.474 0.783
C -32.7868 -8.2194 -24.3478 0.079 0.852 0.111
C -31.8883 -7.5094 -23.3053 -0.883 -1.393 -0.369
H -33.3968 -9.6106 -18.6555 0.242 0.196 0.375
H -31.6857 -9.7877 -18.1221 -0.043 0.541 -0.136
H -32.4479 -10.9443 -19.0794 0.124 -0.125 -0.640
H -31.2849 -8.3200 -19.8171 0.176 0.129 -0.456
H -32.9318 -8.4233 -20.3587 0.115 0.229 -0.203
H -32.3893 -10.1413 -22.1226 -0.290 0.072 0.429
H -30.7922 -10.3285 -21.4452 0.031 0.023 0.047
H -29.0468 -8.6636 -21.7465 -0.144 0.182 -0.068
H -30.0765 -7.1591 -21.5162 0.022 -0.516 0.707
H -29.2515 -7.2868 -22.9305 0.021 -0.834 -0.673
H -29.8647 -9.0574 -24.5378 0.353 -0.055 0.761
H -30.5109 -10.5348 -23.8182 -0.319 0.155 0.267
H -31.3602 -8.7229 -25.9286 -0.329 0.145 -0.019
H -32.3845 -10.0617 -25.4732 0.045 -0.017 0.280
H -33.1693 -7.4602 -25.0300 -0.171 -0.032 0.052
H -33.6489 -8.7151 -23.9015 0.122 -0.031 0.146
H -31.2091 -6.8569 -23.8539 0.072 0.049 0.261
H -32.4598 -6.9481 -22.5661 0.329 -0.173 0.224
```
Positions in Å, forces in eV/Å.

Summary:
charge	+6
E	-77681.809	eV
Kohn-Sham gap	6.622	eV
HOMO level	-14.926	eV
energy above the lowest of the compared OMol25 structures with the same formula, charge and spin	23.2	kcal per mole